[1]
The following is a quantum chemistry calculation of C35H30AlN5O4S as an isolated structure, from OMol25.

Output
- Total charge: +2
- E_HOMO: -13.8 eV
- LUMO level: -7.30 eV
- 2S+1: 1

Geometry as XYZ:
```
76
C35H30AlN5O4S | OMol25 | ωB97M-V/def2-TZVPD
S -1.91849 -0.03071 -1.80040
Al -0.38626 -1.09753 0.92544
O -3.04309 0.73305 -1.32882
O -1.06085 1.47140 3.91831
O 2.56811 -3.83294 1.14760
O -2.07027 -0.77471 -3.01397
N -0.93976 0.54832 1.88809
N 0.96382 -2.46368 0.41769
N -1.92735 -2.25074 1.20853
N 0.82856 -1.11823 2.52211
N -1.46166 -1.06320 -0.59657
C -1.47770 2.81549 0.95725
C -3.61290 -2.38017 -0.49865
C 0.96854 -1.73729 -4.11502
C 0.34501 3.16523 -2.48486
C 1.55213 -2.67489 -1.97811
C 1.13862 -3.40774 -0.72914
C 3.16875 -1.38213 -3.20571
C 1.80183 -2.01981 2.59014
C -2.62215 -3.09673 1.99127
C 2.38180 -1.21711 4.74318
C 2.18299 -4.40015 -0.16333
C 2.23683 -1.18786 -4.21932
C 1.36641 -0.26593 4.65818
C -0.50103 0.63933 3.09702
C -3.82542 -3.60641 1.58045
C 0.76082 0.62442 -1.47155
C 0.60927 -0.25193 3.50302
C 1.62782 2.79780 -2.08432
C -4.31893 -3.23332 0.32303
C 2.61814 -2.11209 3.69977
C -0.75379 5.27051 -0.12546
C -2.39643 -1.90370 -0.01692
C 2.82696 -2.12090 -2.08513
C 2.78107 3.74813 -2.22699
C -2.05441 4.80630 -0.26518
C -2.25328 1.97802 3.20253
C -0.51125 1.02246 -1.85906
C -0.17025 3.27255 1.07725
C 1.79703 -2.80740 1.33531
C 1.81689 1.51664 -1.57215
C -0.72540 2.29588 -2.36799
C 0.19154 4.49620 0.53160
C -1.97238 1.61352 1.72664
C 0.62800 -2.48520 -2.99607
C -2.41480 3.57774 0.26774
H 3.32612 3.55065 -3.15204
H 0.18280 -3.90398 -0.89772
H -0.36818 -2.90266 -2.91446
H 1.17775 0.43897 5.45577
H -3.96934 -2.08747 -1.47568
H -3.10761 1.46147 3.63521
H 3.08758 -4.46972 -0.75804
H 3.40763 -2.84880 3.75072
H 0.97333 -0.39942 -1.18527
H -2.30758 3.04583 3.38276
H -1.71945 2.60658 -2.66133
H 3.56243 -2.26387 -1.29892
H 0.23826 -1.58468 -4.89791
H 2.44096 4.78195 -2.26142
H 3.48657 3.64217 -1.40305
H -0.47680 6.23426 -0.53213
H -2.85168 1.19383 1.23982
H -2.79118 5.40241 -0.78708
H -4.37654 -4.27978 2.21928
H 0.17719 4.15739 -2.88461
H 1.20954 4.85019 0.63131
H 4.16239 -0.96331 -3.29504
H 2.50567 -0.61145 -5.09443
H 2.81044 1.19830 -1.27802
H 0.57929 2.68615 1.59889
H -3.42730 3.21082 0.15045
H 1.78219 -5.38918 0.03794
H 2.99987 -1.25862 5.63021
H -5.26953 -3.62571 -0.01403
H -2.18793 -3.34281 2.95143
```

[2]
The following is a quantum chemistry calculation of C35H30Br4ClNO5PtSSi as an isolated structure in a non-equilibrium geometry, from OMol25.

Output
- Total charge: -2
- E_HOMO: -1.7 eV
- LUMO level: 3.68 eV
- 2S+1: 1

Geometry as XYZ:
```
79
C35H30Br4ClNO5PtSSi | OMol25 | ωB97M-V/def2-TZVPD
Pt 0.23898 -0.09736 -0.32325
Br 6.27899 -0.82312 -4.24949
Br 3.60911 1.20111 -4.27523
Br 6.43192 -3.23411 -1.96619
Br 3.83336 -3.64817 0.11945
Cl -7.80867 1.01330 6.54687
S -1.31512 2.03726 -1.80128
Si -0.24515 -1.36730 1.50036
O 1.59616 0.34062 -2.15218
O -5.48677 1.21227 1.17124
O 1.62641 -1.74744 -0.50554
O -2.63077 0.17268 -0.61338
O -2.79526 1.62920 1.10027
N -0.28136 2.02145 -0.54019
C -2.64982 -1.73052 3.11453
C -2.22892 4.32943 -0.57229
C -2.57878 3.23546 -1.34924
C -1.50355 0.33299 3.45817
C 3.73212 -0.23253 -3.03467
C -3.21493 5.20442 -0.15195
C 1.63748 4.17010 -3.61337
C -5.02053 3.39381 2.78564
C -3.21863 0.72090 0.35618
C -6.50605 -0.08036 2.92129
C -2.39075 0.66719 4.47218
C -7.02515 1.01427 4.97340
C -1.59357 -0.88313 2.76764
C -0.75674 -3.08921 0.93890
C -6.37488 2.16029 4.53798
C -0.44191 4.93575 -4.54929
C 2.62950 -0.40667 -2.18741
C 1.18911 -1.69201 2.67507
C -7.06814 -0.12018 4.19110
C -3.89230 2.99991 -1.70021
C -4.64281 0.19301 0.61127
C -4.54669 4.97418 -0.49209
C 0.94356 5.02245 -4.45976
C 4.91787 -2.09335 -2.07762
C -1.12992 4.01899 -3.76940
C -5.91071 1.08065 2.44922
C -3.40072 -0.21836 4.83601
C -0.42930 3.20655 -2.88271
C -3.53711 -1.41346 4.14356
C -5.80051 2.20496 3.27470
C 4.86258 -1.07749 -3.00950
C 3.82170 -2.27884 -1.20228
C 0.95422 3.25840 -2.81445
C 2.66332 -1.51367 -1.26628
C -4.88377 3.87549 -1.26609
H 1.51745 -0.78612 3.19608
H -5.54008 3.89804 1.96626
H -5.31973 5.64508 -0.13622
H -4.33153 -2.10360 4.40734
H 2.71949 4.20242 -3.57853
H 0.02782 -3.47504 0.27967
H -0.72031 1.03369 3.18001
H -1.18931 4.47321 -0.29944
H -5.07366 -0.12754 -0.33382
H -4.14224 2.12732 -2.29519
H 1.48158 5.74397 -5.06525
H -4.84714 4.10783 3.59414
H -5.91833 3.69366 -1.52982
H -0.86451 -3.77398 1.78784
H -2.94832 6.06981 0.44381
H -0.85107 1.95181 0.32140
H -6.29792 3.01810 5.19633
H -4.06770 3.04535 2.37611
H 2.04046 -2.08993 2.11146
H -4.55343 -0.65881 1.28883
H -2.77785 -2.66638 2.57727
H 1.47404 2.57608 -2.15277
H -7.53577 -1.02213 4.56298
H -0.98848 5.58814 -5.22064
H -2.20973 3.95278 -3.83554
H -6.53592 -0.96152 2.29397
H -1.69314 -3.07063 0.37046
H -4.07804 0.02690 5.64711
H 0.88322 -2.43280 3.42224
H -2.30287 1.62096 4.98237
```

[3]
The following is a quantum chemistry calculation of C35H30BrClHfI2N2O4PSbSe4 as an isolated structure in a non-equilibrium geometry, from OMol25.

Output
- E_HOMO (spin up / spin down): -6.1 / -6.1 eV
- LUMO level (spin up / spin down): -1.72 / -1.72 eV
- 2S+1: 1

Geometry as XYZ:
```
82
C35H30BrClHfI2N2O4PSbSe4 | OMol25 | ωB97M-V/def2-TZVPD
Hf 0.72778 -0.22033 0.92887
I 0.12594 0.27685 3.47917
I 3.20273 -0.52643 4.26968
Sb -3.68255 0.45677 0.66433
Br 5.34461 4.55197 -1.22842
Se -4.52876 -0.74620 -1.29102
Se -1.47231 0.02619 1.34225
Se -3.96474 2.68080 -0.26119
Se -5.31779 0.00413 2.36605
Cl -3.40377 -1.44780 -4.58222
P -0.04036 -2.79942 1.91977
O 0.55822 0.65976 -0.81185
O 1.08671 -1.75555 -0.28557
O 0.06352 2.59783 0.89045
O 2.21607 1.06967 1.18419
N -1.25852 4.67414 -1.06718
N 0.35286 5.49012 -2.36825
C 2.61823 -4.51608 4.54128
C -2.48060 6.71759 -4.38064
C -3.23919 5.51553 -2.40043
C 2.36245 2.30168 0.48885
C 1.43780 -4.05727 3.97345
C 1.23582 4.13248 -0.61805
C -0.62372 -3.91608 0.60038
C 0.09579 4.78628 -1.28708
C -1.39800 -3.14433 3.10847
C -1.16692 -1.61787 -3.13060
C -0.32142 0.23328 -1.72424
C -0.29113 -1.14750 -2.11568
C -0.53873 -5.90927 -0.73233
C 1.44090 0.40351 5.06110
C -0.01243 -5.12458 0.28604
C 1.19251 3.04113 0.25629
C -1.67214 -5.49904 -1.42094
C 0.51829 -2.03008 -1.41614
C 2.50346 4.56310 -1.04288
C 3.59351 2.71923 0.04215
C -3.50463 6.22209 -3.55325
C 2.61633 -3.60745 1.93135
C -1.88818 5.34813 -2.09309
C -2.27647 0.51338 -3.10241
C -2.16257 -0.81380 -3.57929
C 3.79860 -4.50808 3.81596
C 1.42058 -3.60354 2.65682
C -1.73841 -3.48901 -0.12514
C 3.64750 3.89771 -0.68277
C -1.30232 1.04910 -2.26019
C 3.79599 -4.05720 2.50253
C 2.98117 -0.01859 0.69082
C -1.14968 6.53941 -4.08070
C -2.27782 -4.28608 -1.12080
C -0.85410 5.85289 -2.89813
H -4.53204 6.39115 -3.84759
H -2.33394 -2.83288 2.64002
H -1.10107 -2.64918 -3.44990
H -2.18631 -2.52074 0.07500
H -3.15944 -3.93874 -1.64653
H 2.61385 -4.88663 5.55816
H -1.35337 2.09197 -1.98083
H 4.03857 0.04145 0.93716
H 1.06885 -0.14939 5.91676
H 2.61638 -3.27420 0.89928
H 2.53356 5.42089 -1.69677
H -2.08090 -6.13305 -2.19743
H -1.85095 4.23065 -0.36282
H -3.99917 5.05505 -1.78499
H -0.05557 -6.84600 -0.97957
H -3.11384 1.13169 -3.39459
H 2.86553 -0.14086 -0.39208
H 1.62747 1.44011 5.32094
H -1.45051 -4.21173 3.31755
H 0.53332 -4.05732 4.56685
H 2.61991 -0.94540 1.16151
H 4.71001 -4.06341 1.92210
H 4.48949 2.14850 0.23981
H 0.66697 -3.03926 -1.80056
H -0.72574 3.01599 0.52894
H 0.86920 -5.44920 0.82507
H -1.29303 -2.57887 4.03507
H -0.35628 6.88580 -4.72851
H -2.74795 7.23442 -5.29333
H 4.71692 -4.85398 4.27157
```

Respective energy values: -2566.794984, -13346.007311, -15627.084713 Eh.
Respective ΔE to the lowest compared entry with this formula, charge and spin values: 43.4, 150.9, 581.9 kJ/mol.